Entry 1:
# C40H38ClIN5O14PS

A 5-piece molecular cluster, C40H38ClIN5O14PS overall in a non-equilibrium geometry (the ωB97M-V functional and the def2-TZVPD basis, the OMol25 dataset).

Geometry as XYZ:
```
101
Properties=species:S:1:pos:R:3
C -3.84 -6.62 1.78
C -2.99 -7.02 0.42
O -1.70 -7.44 0.54
O -3.53 -7.03 -0.95
C -3.15 -5.81 -1.70
C -3.80 -4.53 -0.91
C -2.68 -3.66 -0.02
C -3.44 -2.21 0.28
C -4.96 -2.30 0.89
C -5.78 -0.90 1.17
Cl -7.50 -1.05 1.87
C -5.04 0.55 0.80
C -5.88 1.94 1.04
C -6.59 2.29 -0.43
C -8.04 1.52 -0.63
I -6.65 4.44 -0.87
C -3.50 0.59 0.22
C -2.67 -0.80 -0.06
C -1.19 -0.45 -0.67
O -0.24 -1.31 -1.05
N -1.24 1.08 -0.70
P 0.33 1.76 -0.20
O 0.35 3.50 -0.07
O 0.65 1.13 1.42
S 1.84 1.26 -1.34
C -2.50 1.81 -0.19
O -2.70 3.15 -0.07
H -3.16 -6.78 2.75
H -4.86 -7.18 1.88
H -4.11 -5.45 1.80
H -3.71 -5.88 -2.75
H -2.00 -5.70 -1.91
H -4.28 -3.75 -1.67
H -4.72 -4.88 -0.23
H -1.67 -3.50 -0.60
H -2.42 -4.22 0.98
H -5.48 -3.34 1.13
H -5.15 2.78 1.41
H -6.75 1.69 1.78
H -5.86 1.80 -1.24
H -8.74 2.02 -1.42
H -7.83 0.41 -1.02
H -8.55 1.37 0.44
H 1.31 3.75 -0.24
H 1.55 0.70 1.34
O 5.83 -4.56 -3.09
N 4.99 -3.75 -2.68
O 5.10 -2.52 -2.75
C 3.77 -4.29 -2.05
C 3.62 -5.67 -1.90
C 2.48 -6.18 -1.28
C 1.49 -5.30 -0.82
C 1.64 -3.92 -0.97
C 2.78 -3.41 -1.59
H 4.38 -6.36 -2.26
H 2.36 -7.25 -1.16
H 0.61 -5.70 -0.33
H 0.87 -3.25 -0.60
H 2.89 -2.33 -1.69
O 0.84 6.21 -3.67
N 1.30 6.09 -2.52
O 1.62 5.02 -2.00
C 1.47 7.32 -1.73
C 1.09 8.55 -2.27
C 1.23 9.71 -1.50
C 1.76 9.63 -0.21
C 2.15 8.40 0.32
C 2.01 7.24 -0.44
H 0.68 8.63 -3.27
H 0.93 10.67 -1.91
H 1.86 10.54 0.39
H 2.56 8.35 1.33
H 2.31 6.28 -0.01
O 8.04 4.66 -1.53
N 8.67 3.60 -1.68
O 9.84 3.43 -1.34
C 7.97 2.48 -2.32
C 6.65 2.64 -2.75
C 6.00 1.57 -3.38
C 6.66 0.36 -3.56
C 7.97 0.20 -3.11
C 8.63 1.26 -2.49
H 6.12 3.58 -2.62
H 4.97 1.69 -3.73
H 6.15 -0.47 -4.05
H 8.48 -0.75 -3.25
H 9.66 1.12 -2.15
O -1.10 -3.71 4.43
N -1.15 -2.56 3.98
O -1.50 -2.28 2.82
C -0.78 -1.46 4.87
C -0.35 -1.74 6.18
C 0.03 -0.69 7.01
C -0.03 0.63 6.55
C -0.47 0.91 5.26
C -0.85 -0.14 4.41
H -0.30 -2.76 6.55
H 0.37 -0.89 8.03
H 0.27 1.45 7.21
H -0.52 1.94 4.91
H -1.19 0.09 3.40
```

Computed properties:
- SMILES = CC(=O)OCCCc1cc(Cl)c(C[C@@H](C)I)c2c1C(=O)N(P(O)(O)=S)C2=O.O=[N+]([O-])c1ccccc1.O=[N+]([O-])c1ccccc1.O=[N+]([O-])c1ccccc1.O=[N+]([O-])c1ccccc1
- net charge = 0
- HOMO (Ha) = -0.340
- calculated total energy (hartree) = -4370.787797
- molar mass (g mol⁻¹) = 1038.16

Mulliken atomic charge list, values in e, 99 entries: C -0.581; C 0.673; O -0.535; O -0.366; C -0.388; C -0.623; C 0.318; C 0.453; C -0.531; C -0.132; Cl -0.169; C 0.259; C -0.815; C -0.317; C -0.711; I 0.034; C 0.046; C 0.321; C 0.078; O -0.516; N 0.142; P 0.524; O -0.435; O -0.440; S -0.303; C 0.209; O -0.535; H 0.283; H 0.295; H 0.041; H 0.289; H 0.211; H 0.430; H 0.143; H 0.021; H 0.135; H 0.139; H 0.416; H 0.365; H 0.326; H 0.332; H 0.200; H 0.162; H 0.240; H 0.311; O -0.598; N 0.981; O -0.552; C -0.035; C -0.387; C -0.545; C -0.493; C -0.400; C -0.416; H 0.422; H 0.402; H 0.598; H 0.381; H 0.677; O -0.575; N 0.969; O -0.580; C 0.154; C -0.387; C -0.427; C -0.379; C -0.527; C -0.174; H 0.429; H 0.364; H 0.363; H 0.363; H 0.370; O -0.589; N 0.964; O -0.587; C 0.110; C -0.413; C -0.441; C -0.372; C -0.466; C -0.271; H 0.481; H 0.421; H 0.362; H 0.385; H 0.414; O -0.609; N 1.012; O -0.493; C -0.165; C -0.395; C -0.431; C -0.385; C -0.558; C -0.034; H 0.442; H 0.368; H 0.372

Entry 2:
# C24H27BrN2O6

One molecule with the formula C24H27BrN2O6 (the ωB97M-V functional and the def2-TZVPD basis, the OMol25 dataset).

Geometry as XYZ:
```
60
Properties=species:S:1:pos:R:3
C -4.05 -3.77 1.65
O -3.79 -2.46 1.18
C -3.20 -2.38 -0.03
O -2.92 -3.38 -0.66
C -2.89 -1.03 -0.49
C -3.40 0.13 0.00
C -4.40 0.16 1.11
N -3.05 1.33 -0.58
C -3.29 2.62 0.06
C -2.57 2.75 1.41
C -1.16 2.23 1.33
C -0.79 1.09 2.01
C 0.52 0.61 1.97
O 0.70 -0.52 2.70
C 1.99 -1.03 2.96
C 1.48 1.29 1.21
O 2.77 0.81 1.12
C 3.80 1.68 1.53
C 1.08 2.42 0.46
O 2.03 2.97 -0.34
C 1.66 4.02 -1.20
C -0.22 2.89 0.54
C -2.54 1.39 -1.87
O -2.37 2.44 -2.45
N -2.32 0.19 -2.46
C -1.98 -0.99 -1.70
C -0.49 -1.05 -1.36
C 0.02 -2.19 -0.76
C 1.38 -2.32 -0.52
C 2.23 -1.29 -0.89
Br 4.09 -1.47 -0.61
C 1.74 -0.14 -1.49
C 0.38 -0.02 -1.70
H -4.58 -3.65 2.59
H -3.11 -4.31 1.81
H -4.65 -4.32 0.93
H -4.94 1.10 1.14
H -5.12 -0.65 0.97
H -3.92 -0.01 2.07
H -4.36 2.81 0.18
H -2.90 3.35 -0.64
H -2.56 3.81 1.67
H -3.11 2.22 2.19
H -1.49 0.54 2.61
H 2.62 -0.31 3.49
H 1.83 -1.90 3.60
H 2.50 -1.35 2.05
H 4.72 1.10 1.45
H 3.66 1.99 2.58
H 3.86 2.57 0.90
H 1.38 4.92 -0.64
H 2.54 4.23 -1.80
H 0.83 3.73 -1.86
H -0.52 3.76 -0.01
H -1.95 0.25 -3.40
H -2.20 -1.87 -2.31
H -0.64 -3.00 -0.50
H 1.77 -3.21 -0.05
H 2.41 0.65 -1.77
H 0.01 0.88 -2.16
```

Computed properties:
- SMILES = COC(=O)C1=C(C)N(CCc2cc(OC)c(OC)c(OC)c2)C(=O)N[C@H]1c1ccc(Br)cc1
- net charge = 0
- energy above the lowest of the compared OMol25 structures with the same formula, charge and spin (kJ/mol) = 11.9
- HOMO (Ha) = -0.304
- calculated total energy (hartree) = -4065.721725
- molar mass (g mol⁻¹) = 519.39

What are the Mulliken partial charges on each atom? They are as follows, in elementary charge units: C -0.773; O -0.277; C -0.276; O -0.671; C 0.640; C 1.091; C -1.990; N 0.298; C -1.221; C -1.374; C -0.018; C -0.433; C 0.093; O -0.463; C -0.673; C 1.046; O 0.004; C -0.959; C 0.231; O -0.438; C -1.005; C -0.039; C 0.179; O -0.698; N -0.218; C -0.283; C 0.454; C -0.370; C -0.972; C 0.169; Br -0.135; C -0.497; C -0.089; H 0.239; H 0.295; H 0.320; H 0.361; H 0.555; H 0.186; H 0.387; H 0.561; H 0.518; H 0.347; H 0.332; H 0.282; H 0.280; H 0.149; H 0.249; H 0.313; H 0.223; H 0.350; H 0.289; H 0.346; H 0.515; H 0.355; H 0.612; H 0.542; H 0.444; H 0.342; H 0.276

Entry 3:
# C11H21N2

An isolated ion of composition C11H21N2 and charge +1 in a non-equilibrium geometry (the ωB97M-V functional and the def2-TZVPD basis, the OMol25 dataset).

Geometry as XYZ:
```
34
Properties=species:S:1:pos:R:3
C 1.11 0.16 -3.01
C 0.91 1.17 -1.93
C 1.77 1.39 -0.94
C 3.02 0.54 -0.66
C 1.57 2.45 0.00
C 0.38 2.52 0.62
C -0.81 1.51 0.59
C -0.60 0.15 1.20
N 0.45 -0.07 1.87
C -1.57 -1.04 0.98
C -2.12 -1.59 2.29
C -0.96 -2.32 0.35
N -2.67 -0.46 0.10
H 1.82 -0.50 -2.72
H 1.69 0.61 -3.87
H 0.19 -0.26 -3.33
H 0.29 2.01 -2.19
H 3.55 0.98 0.18
H 3.67 0.49 -1.58
H 2.82 -0.54 -0.53
H 2.34 3.15 0.09
H 0.31 3.16 1.49
H -1.71 1.91 1.00
H -1.09 1.47 -0.48
H 1.29 0.57 1.62
H 0.67 -1.01 2.30
H -1.34 -1.95 3.06
H -2.70 -2.42 2.02
H -2.84 -0.90 2.88
H -0.51 -3.03 1.00
H -1.67 -2.94 -0.04
H -0.12 -2.25 -0.31
H -2.83 -1.08 -0.70
H -3.59 -0.44 0.58
```

Computed properties:
- SMILES = C/C=C(C)/C=C\CC(=[NH2+])C(C)(C)N
- net charge = +1
- energy above the lowest of the compared OMol25 structures with the same formula, charge and spin (kJ/mol) = 186.5
- HOMO (Ha) = -0.445
- calculated total energy (hartree) = -540.907371
- molar mass (g mol⁻¹) = 181.30

What are the Mulliken partial charges on each atom? They are as follows, in elementary charge units: C -1.665; C -0.179; C 0.985; C -1.682; C -0.640; C -0.805; C -0.881; C 0.290; N -0.176; C 1.117; C -1.472; C -1.869; N -0.647; H 0.487; H 0.346; H 0.359; H 0.508; H 0.435; H 0.414; H 0.365; H 0.542; H 0.347; H 0.600; H 0.398; H 0.327; H 0.346; H 0.323; H 0.493; H 0.340; H 0.476; H 0.634; H 0.348; H 0.270; H 0.262